Record 1
Computed, not measured: the molecule C19H16N4O2S2 in a non-equilibrium geometry, with ωB97M-V/def2-TZVPD.

Geometry as XYZ:
```
43
Properties=species:S:1:pos:R:3:forces:R:3:mulliken_charge:R:1
N -0.806866 -1.211055 2.609900 0.19 -0.10 0.34 -0.59
C -1.439922 -0.979569 1.681575 0.28 -0.11 0.40 -0.17
C -2.160038 -0.637027 0.526181 -0.27 0.04 -1.23 0.07
C -1.861562 -1.153709 -0.710947 -0.39 0.32 0.07 0.28
N -0.935519 -2.148173 -0.999131 -0.07 0.28 -0.33 0.03
C -0.923669 -3.330274 -0.321625 0.09 -0.34 -0.24 0.47
O -1.786814 -3.683773 0.442221 -0.07 -0.17 0.20 -0.59
C 0.293261 -4.187765 -0.644014 0.24 0.24 0.25 -0.83
S 1.667472 -3.791672 0.493696 -0.10 -0.40 0.27 -0.14
C 2.207517 -2.319152 -0.212658 -0.37 0.20 -0.76 0.51
N 1.753741 -1.719291 -1.278423 -0.19 -1.24 0.58 -0.12
N 2.496912 -0.610209 -1.442432 1.12 1.17 0.14 -0.76
C 3.370546 -0.578601 -0.483836 -0.76 -0.10 -0.75 0.55
C 4.383230 0.422819 -0.255287 0.48 0.24 0.33 0.33
C 4.496171 1.497280 -1.138048 -0.06 -0.18 0.10 -0.39
C 5.465875 2.456665 -0.924821 0.01 0.02 -0.01 -0.57
C 6.323048 2.353230 0.160869 0.03 0.00 0.04 -0.36
C 6.210503 1.286458 1.038447 0.08 0.07 0.03 -0.58
C 5.244305 0.319670 0.836186 -0.16 -0.02 -0.16 -0.41
O 3.234884 -1.656224 0.341115 0.02 0.01 0.05 -0.33
S -2.844506 -0.448692 -1.953324 0.04 0.00 0.78 -0.35
C -3.656923 0.550353 -0.781587 0.32 -0.27 -0.22 0.69
C -3.196694 0.344970 0.478289 -0.07 -0.06 -0.14 -0.10
C -3.735948 1.075179 1.666369 -0.02 0.15 0.03 -0.58
C -4.523866 2.305941 1.219329 -0.14 -0.18 0.09 -0.82
C -5.492039 1.938888 0.096696 0.15 0.17 -0.09 -0.75
C -4.719886 1.523789 -1.157730 -0.17 0.12 -0.05 -0.54
H -0.129654 -1.911711 -1.580779 -0.09 -0.10 0.27 0.42
H 0.648665 -4.052503 -1.663414 -0.04 -0.08 -0.03 0.40
H 0.058665 -5.231943 -0.442763 0.00 0.10 -0.02 0.41
H 3.818827 1.555778 -1.974973 -0.05 0.04 -0.10 0.47
H 5.556515 3.289344 -1.605928 0.00 0.06 -0.06 0.39
H 7.080067 3.105869 0.323266 0.06 0.06 0.01 0.38
H 6.878140 1.208324 1.883272 0.05 0.00 0.07 0.39
H 5.148247 -0.513985 1.515192 0.01 -0.05 0.07 0.43
H -2.915558 1.359443 2.329789 -0.04 -0.04 0.03 0.42
H -4.387077 0.398871 2.229724 0.04 0.03 0.07 0.30
H -5.071566 2.718195 2.067872 0.04 0.06 0.00 0.34
H -3.831949 3.071051 0.860689 0.02 0.07 0.02 0.33
H -6.138792 2.785654 -0.137191 -0.06 -0.04 0.00 0.33
H -6.123349 1.110706 0.424340 -0.08 -0.02 0.00 0.33
H -5.393834 1.082983 -1.895537 -0.01 0.06 -0.01 0.39
H -4.260580 2.403885 -1.620579 -0.08 0.00 -0.03 0.30
```
Positions in Å, forces in eV/Å.

HOMO energy ... -8.52 eV
HOMO-LUMO gap ... 8.7 eV
Lowest unoccupied orbital energy ... 0.213 eV
Relative energy (zero: lowest compared OMol25 entry of this formula, charge and spin) ... 53.60 kJ/mol
SMILES ... N#Cc1c(NC(=O)CSc2nnc(-c3ccccc3)o2)sc2c1CCCC2
E ... -1899.52266 a.u.
Maximum force ... 1.625 eV/A

---

Record 2
Computed, not measured: the molecule C19H17BN2O4 in a non-equilibrium geometry, with ωB97M-V/def2-TZVPD.

Geometry as XYZ:
```
43
Properties=species:S:1:pos:R:3:forces:R:3:mulliken_charge:R:1
N 8.105864 1.117843 -3.011334 -0.80 0.11 0.40 -0.50
C 7.101613 1.218816 -2.446542 1.88 -0.56 -0.75 0.04
C 5.886027 1.351712 -1.748021 -0.79 1.19 -0.51 0.44
C 5.088050 2.439510 -2.088934 -0.33 -0.30 0.48 -0.71
C 3.908418 2.698485 -1.435078 0.06 0.40 -0.08 -0.59
C 3.483420 1.835577 -0.443827 0.21 -0.14 -0.41 0.85
C 2.229100 2.125684 0.284549 -0.87 1.12 -0.45 -1.02
C 1.328975 0.942451 0.377156 -1.08 1.14 -0.16 0.73
O 1.638816 0.050937 1.132342 0.02 -1.64 0.46 -0.78
N 0.174117 0.963791 -0.357533 -0.52 0.33 0.02 -0.17
C -0.854120 -0.084892 -0.139408 0.10 -0.91 0.59 0.01
C -2.262648 0.189917 -0.663166 0.28 0.48 -0.79 -1.27
C -3.238806 -0.891969 -0.303921 -0.27 -0.99 -0.91 0.60
C -3.601529 -2.044274 -0.980626 1.31 1.71 0.42 -0.59
O -4.451293 -2.811613 -0.274905 -0.90 -0.37 0.65 -0.39
C -4.705686 -2.160584 0.913535 0.93 1.26 0.14 0.01
C -5.402038 -2.565028 2.060953 0.29 0.21 -1.27 -0.95
C -5.322777 -1.727997 3.147839 -0.91 -0.32 0.95 -0.29
C -4.656739 -0.508853 3.154846 0.49 -0.07 0.56 -0.82
C -3.929576 -0.134540 2.064274 0.00 -0.22 -1.13 -0.23
C -3.968870 -0.947761 0.907512 -0.40 -0.44 1.47 0.63
B -0.391278 -1.500763 -0.719933 1.14 0.08 0.33 0.74
O -1.006566 -1.916335 -1.878566 0.81 -0.28 0.56 -0.69
O 0.639553 -2.205593 -0.098805 -0.92 0.70 -1.08 -0.70
C 4.245775 0.716003 -0.152447 -0.45 -0.63 0.34 -0.20
C 5.447244 0.490882 -0.783571 0.47 -0.87 0.74 -0.75
H 5.374740 3.079664 -2.863599 0.61 0.86 -1.04 0.49
H 3.342934 3.599714 -1.689457 0.09 -0.39 0.08 0.30
H 2.493806 2.473034 1.269992 -0.12 -0.15 0.62 0.34
H 1.685074 2.958515 -0.178874 0.28 -0.07 -0.11 0.32
H -0.172301 1.871148 -0.686988 0.49 -0.65 0.11 0.34
H -0.924249 -0.242272 0.936999 0.00 0.13 0.33 0.19
H -2.630804 1.167991 -0.338487 -0.08 -0.05 0.12 0.59
H -2.182638 0.225110 -1.744355 -0.15 0.18 -0.31 0.44
H -3.159895 -2.421304 -1.897169 -0.68 -0.12 0.26 0.50
H -6.015529 -3.440458 2.055890 -0.05 -0.52 0.17 0.42
H -5.807638 -2.029896 4.076997 -0.07 0.01 -0.31 0.33
H -4.615476 0.075105 4.074004 -0.09 -0.12 -0.25 0.37
H -3.302968 0.738202 2.086859 0.08 0.35 -0.06 0.41
H -0.643515 -2.775647 -2.099733 0.11 -0.36 -0.39 0.29
H 1.142767 -1.555365 0.437483 -0.26 -0.36 0.27 0.40
H 3.843184 -0.031262 0.532667 0.31 0.37 0.04 0.43
H 6.087462 -0.333685 -0.488616 -0.23 -0.10 -0.08 0.45
```
Positions in Å, forces in eV/Å.

HOMO energy ... -8.31 eV
HOMO-LUMO gap ... 8.5 eV
Lowest unoccupied orbital energy ... 0.231 eV
Relative energy (zero: lowest compared OMol25 entry of this formula, charge and spin) ... 0.00 kJ/mol
SMILES ... N#Cc1ccc(CC(=O)N[C@@H](Cc2coc3ccccc23)B(O)O)cc1
E ... -1169.66299 a.u.
Maximum force ... 2.194 eV/A

---

Record 3
Computed, not measured: a structure of composition C19H17BrCl2N3O7PdS, with ωB97M-V/def2-TZVPD.

Geometry as XYZ:
```
51
Properties=species:S:1:pos:R:3:forces:R:3:mulliken_charge:R:1
Pd 2.121523 -1.768488 0.361335 -0.21 -0.27 -0.11 0.67
Br -6.424752 4.593930 1.534802 -0.01 0.01 0.00 -0.21
C -5.695791 3.433380 0.223409 0.00 -0.02 -0.02 0.15
C -4.318525 3.321875 0.101419 -0.01 0.02 -0.01 -0.62
C -3.779891 2.458273 -0.835686 0.05 0.14 -0.14 0.04
C -4.616619 1.710623 -1.666575 -0.23 -0.27 0.20 0.09
C -5.994345 1.882963 -1.563301 0.03 -0.09 0.07 -0.29
C -6.543199 2.722619 -0.607957 0.01 0.02 0.02 -0.50
N -4.201716 0.907099 -2.774841 0.08 0.84 -0.26 -0.71
N -3.120254 0.304202 -2.852235 0.05 -0.80 0.16 -0.28
C -2.309012 -0.075978 -1.767085 0.09 0.27 -0.05 -0.27
C -2.738359 -0.331490 -0.470418 -0.08 -0.09 0.00 -0.28
C -1.898964 -0.818418 0.518983 0.05 -0.03 -0.01 -0.99
C -0.544438 -1.068067 0.253800 -0.01 0.10 0.06 1.12
O 0.281005 -1.512443 1.132199 0.03 -0.12 -0.13 -0.86
C -0.092111 -0.809790 -1.085836 -0.01 0.01 -0.02 -0.25
N 1.232368 -1.055964 -1.311715 0.00 -0.01 0.08 -0.15
C 1.729912 -0.926552 -2.516283 -0.01 0.06 0.02 -0.25
C 0.923588 -0.516782 -3.595074 0.02 0.01 -0.01 -1.06
C -0.394626 -0.226677 -3.392120 -0.04 0.00 0.03 -0.32
C -0.954493 -0.367236 -2.098380 0.10 0.04 0.03 1.13
H -3.667039 3.902460 0.739793 -0.01 0.00 0.01 0.42
H -2.704956 2.385283 -0.923303 -0.01 -0.06 0.00 0.48
H -6.628625 1.342600 -2.253920 -0.01 -0.01 0.01 0.42
H -7.615284 2.833786 -0.523899 0.00 0.01 0.01 0.40
H -3.780358 -0.179918 -0.221029 0.00 0.01 -0.01 0.45
H -2.271583 -1.026305 1.512560 -0.02 -0.01 -0.01 0.44
H 2.784254 -1.132057 -2.628534 -0.01 -0.01 -0.02 0.53
H 1.369892 -0.429583 -4.575770 0.00 0.00 0.00 0.39
H -1.033150 0.100227 -4.200872 0.01 0.00 -0.01 0.49
O 6.067453 -1.465947 -1.237253 0.05 -0.01 -0.02 -0.72
Cl 4.927080 -1.001691 -0.522776 -0.06 -0.21 -0.07 1.86
O 5.234548 -0.676010 0.829550 0.03 0.02 0.04 -0.67
O 4.310261 0.111043 -1.191684 0.00 0.08 -0.02 -0.63
O 3.942788 -2.147295 -0.538866 0.04 0.26 0.03 -0.70
C 3.347256 0.969992 3.106826 0.03 -0.11 -0.02 -0.70
S 1.833756 1.249849 2.170844 -0.03 0.17 0.01 0.04
C 2.471894 2.361936 0.897361 0.06 -0.01 -0.01 -0.68
H 4.117987 0.536631 2.473605 0.00 0.00 -0.01 0.07
H 3.107887 0.251196 3.888980 -0.01 0.00 0.00 0.28
H 3.699523 1.895824 3.562956 -0.01 0.01 -0.01 0.40
H 3.209977 3.039957 1.326944 -0.03 0.02 0.02 0.34
H 1.642039 2.956966 0.517738 -0.02 -0.04 -0.02 0.30
H 2.929980 1.805886 0.080322 0.03 -0.01 0.02 0.06
Cl 4.639527 -4.233801 3.857363 0.02 0.01 0.01 -0.22
C 2.935745 -4.530002 3.403684 -0.02 -0.01 -0.01 -0.46
C 2.547506 -3.879706 2.076038 0.07 0.01 0.14 0.76
O 2.028342 -4.567554 1.210275 -0.02 -0.01 0.00 -0.65
O 2.775390 -2.614144 2.041400 0.01 0.08 0.04 -0.42
H 2.321979 -4.114059 4.199726 -0.01 -0.01 -0.01 0.25
H 2.794630 -5.602642 3.333498 0.01 0.01 -0.01 0.31
```
Positions in Å, forces in eV/Å.

HOMO energy ... -5.26 eV
HOMO-LUMO gap ... 6.7 eV
Lowest unoccupied orbital energy ... 1.412 eV
Relative energy (zero: lowest compared OMol25 entry of this formula, charge and spin) ... 13.13 kJ/mol
Total charge ... -1
E ... -5445.48028 a.u.
Maximum force ... 0.886 eV/A